Entry from OMol25: a gas-phase ion, C8H17N4S (charge +1) at a distorted geometry (ωB97M-V/def2-TZVPD).

Atoms and positions in Å:
H1 -3.57 0.03 -1.36
H2 -3.35 1.67 0.66
C1 -2.80 -0.97 1.04
H3 -1.97 0.41 -2.11
H4 -2.62 -2.05 0.68
H5 -2.43 -1.10 2.10
C2 -2.45 -0.16 -1.36
H6 -3.78 -0.66 0.90
C3 -0.45 -0.28 0.09
H7 -0.73 -2.19 -0.65
H8 4.03 -1.03 -1.19
N1 1.28 0.77 -1.14
H9 -2.20 2.04 -0.29
C4 3.52 -0.10 -1.54
H10 3.76 1.40 1.98
H11 -2.45 -1.14 -1.58
C5 -2.34 1.46 0.51
H12 4.85 1.00 0.67
H13 -1.87 1.90 1.28
C6 0.03 -1.66 -0.15
N2 2.64 0.80 0.68
H14 2.87 -0.50 -2.47
N3 0.10 0.62 -0.95
N4 3.96 0.70 1.30
S1 1.59 -2.12 0.15
C7 2.50 0.53 -0.58
H15 -0.15 0.25 1.08
H16 3.88 -0.32 1.55
C8 -2.06 -0.02 0.10
H17 4.20 0.70 -1.78

Values from the calculation:
maximum force	4.66	eV Å⁻¹
HOMO-LUMO gap (alpha / beta)	6.653 / 6.436	eV
LUMO level (alpha / beta)	-3.891 / -5.950	eV
E	-25352.5202	eV
charge	+1
multiplicity	3